24
Properties=species:S:1:pos:R:3 method="wB97M-V/def2-TZVPD" total_charge=0 max_force_ev_per_a=6.70 de_lowest_kj_mol=463.5 e_tot_ev=-21863.8841
C 0.88 2.92 -0.24
C 1.30 1.86 -0.60
C 1.34 -1.53 0.48
C 0.51 -0.61 0.05
C 1.84 0.57 -0.71
C -1.27 0.40 1.31
C -1.60 -1.81 0.04
C -1.41 0.34 -1.27
C -0.88 -0.43 -0.01
N 3.06 0.31 0.06
S 3.19 -1.38 0.38
H 0.53 3.94 -0.11
H 1.12 -2.44 0.91
H 1.94 0.00 -1.60
H -2.24 0.06 1.80
H -0.43 0.09 2.08
H -1.22 1.49 1.33
H -1.29 -2.44 0.87
H -1.35 -2.38 -0.88
H -2.73 -1.63 -0.08
H -2.31 0.90 -0.99
H -1.50 -0.22 -2.19
H -0.48 1.12 -1.47
H 2.99 0.86 0.86

---

144
Properties=species:S:1:pos:R:3 method="wB97M-V/def2-TZVPD" smiles="CN(C)C=O.CN(C)C=O.CN(C)C=O.CN(C)C=O.CN(C)C=O.CN(C)C=O.CN(C)C=O.CN(C)C=O.CN(C)C=O.CN(C)C=O.CN(C)C=O.CN(C)C=O" total_charge=0 max_force_ev_per_a=2.93 de_lowest_kj_mol=915.0 e_tot_ev=-81143.4873
C 3.20 3.89 -4.60
N 2.21 3.43 -3.66
C 1.71 2.08 -3.85
C 1.86 4.17 -2.55
O 2.44 5.17 -2.20
H 3.54 4.89 -4.35
H 3.02 3.79 -5.67
H 4.07 3.22 -4.49
H 1.21 2.03 -4.81
H 2.47 1.31 -3.77
H 1.01 1.85 -3.04
H 1.01 3.69 -2.03
C -1.09 -0.82 1.22
N -0.88 -0.38 -0.14
C 0.45 -0.42 -0.62
C -1.93 -0.02 -0.90
O -3.09 0.10 -0.53
H -2.09 -0.86 1.64
H -0.78 0.06 1.81
H -0.53 -1.66 1.62
H 0.99 0.48 -0.26
H 1.00 -1.35 -0.46
H 0.58 -0.16 -1.68
H -1.64 0.39 -1.88
C -6.88 2.36 -3.79
N -6.66 1.57 -2.59
C -7.67 0.60 -2.27
C -5.51 1.67 -1.84
O -4.61 2.40 -2.20
H -6.86 1.69 -4.65
H -6.16 3.14 -3.98
H -7.84 2.87 -3.67
H -8.65 1.03 -2.01
H -7.70 -0.12 -3.09
H -7.44 0.07 -1.34
H -5.47 0.91 -1.05
C 0.82 -5.33 -4.00
N 0.91 -3.94 -3.52
C -0.21 -3.32 -2.83
C 2.14 -3.49 -3.25
O 2.41 -2.50 -2.58
H -0.20 -5.66 -4.22
H 1.15 -5.92 -3.14
H 1.49 -5.56 -4.82
H -0.33 -3.56 -1.76
H -0.10 -2.24 -2.80
H -1.11 -3.64 -3.36
H 3.01 -4.09 -3.56
C -3.52 3.20 -5.54
N -2.26 2.51 -5.35
C -1.21 2.83 -6.29
C -2.14 1.49 -4.47
O -1.21 0.72 -4.38
H -3.43 4.25 -5.23
H -4.32 2.76 -4.95
H -3.85 3.10 -6.57
H -0.63 1.92 -6.50
H -1.55 3.17 -7.26
H -0.45 3.48 -5.85
H -2.99 1.52 -3.77
C 0.37 -4.00 6.46
N 0.62 -4.41 5.09
C 0.67 -5.84 4.89
C 0.38 -3.59 4.03
O 0.14 -2.41 4.22
H 1.15 -4.22 7.19
H -0.58 -4.40 6.83
H 0.23 -2.92 6.44
H 1.19 -6.39 5.66
H -0.28 -6.29 4.60
H 1.26 -6.05 3.99
H 0.66 -4.16 3.13
C 5.84 2.15 -1.44
N 5.27 0.81 -1.59
C 6.23 -0.15 -2.10
C 3.97 0.59 -1.32
O 3.20 1.51 -1.08
H 6.84 2.17 -1.00
H 5.14 2.81 -0.94
H 6.10 2.47 -2.46
H 6.84 0.12 -2.96
H 6.87 -0.43 -1.26
H 5.62 -0.99 -2.45
H 3.78 -0.49 -1.35
C 4.05 0.09 1.76
N 4.73 1.34 1.96
C 6.10 1.29 2.41
C 4.16 2.57 1.69
O 4.74 3.61 1.90
H 3.19 0.15 1.10
H 3.75 -0.33 2.74
H 4.78 -0.69 1.51
H 6.66 0.42 2.06
H 6.55 2.25 2.18
H 6.19 1.18 3.50
H 3.16 2.46 1.26
C -0.95 0.52 5.50
N -0.69 1.54 4.51
C -1.73 2.54 4.31
C 0.40 1.54 3.73
O 0.57 2.21 2.73
H -1.96 0.16 5.64
H -0.75 0.91 6.51
H -0.22 -0.29 5.49
H -2.20 2.83 5.25
H -1.22 3.43 3.96
H -2.51 2.23 3.61
H 1.20 0.86 4.06
C -2.15 3.09 0.31
N -2.43 4.40 0.84
C -3.49 5.15 0.19
C -1.57 5.03 1.68
O -1.69 6.20 1.99
H -1.40 2.47 0.81
H -1.85 3.15 -0.74
H -3.02 2.43 0.35
H -3.59 4.91 -0.87
H -4.42 4.77 0.63
H -3.43 6.23 0.28
H -0.81 4.36 2.10
C 3.73 -3.62 2.59
N 4.01 -4.18 1.28
C 2.83 -4.22 0.42
C 5.21 -4.56 0.82
O 5.55 -4.84 -0.30
H 4.63 -3.54 3.20
H 3.06 -4.25 3.18
H 3.29 -2.63 2.47
H 3.04 -4.81 -0.47
H 2.07 -4.76 0.99
H 2.41 -3.28 0.08
H 5.94 -4.63 1.65
C -4.79 -2.61 1.89
N -4.78 -2.26 3.29
C -3.56 -2.36 4.07
C -5.79 -1.56 3.84
O -5.74 -0.89 4.84
H -5.61 -2.21 1.31
H -4.77 -3.70 1.79
H -3.95 -2.20 1.32
H -3.65 -2.37 5.15
H -2.86 -3.12 3.72
H -2.90 -1.52 3.81
H -6.70 -1.54 3.22

---

91
Properties=species:S:1:pos:R:3 method="wB97M-V/def2-TZVPD" total_charge=+1 max_force_ev_per_a=6.82 de_lowest_kj_mol=183.3 e_tot_ev=-84776.3011
Bi -0.01 -0.18 -0.50
C -3.32 -1.91 2.09
C -2.37 -1.07 1.50
N -1.61 -1.48 0.51
C -1.70 -2.73 0.02
C -2.60 -3.66 0.59
C -3.43 -3.20 1.64
C -2.64 -4.98 0.10
C -1.86 -5.30 -0.98
C -1.02 -4.37 -1.59
C -0.89 -3.07 -1.11
N -0.13 -2.07 -1.63
C 0.44 -2.06 -2.90
C 1.04 -3.13 -3.54
C 1.42 -3.06 -4.89
C 1.19 -1.93 -5.62
C 0.67 -0.79 -4.99
C 0.45 0.43 -5.68
C -0.01 1.52 -4.99
C -0.22 1.41 -3.61
N -0.04 0.28 -2.95
C 0.36 -0.83 -3.61
H -3.95 -1.53 2.88
H -2.18 -0.06 1.84
H -4.16 -3.88 2.05
H -3.28 -5.70 0.58
H -1.89 -6.31 -1.37
H -0.50 -4.68 -2.48
H 1.26 -4.04 -3.01
H 1.87 -3.92 -5.35
H 1.42 -1.89 -6.67
H 0.68 0.48 -6.73
H -0.17 2.46 -5.48
H -0.58 2.26 -3.04
C -3.17 -0.58 -2.33
C -3.09 0.81 -1.78
C -3.98 1.78 -2.25
C -3.96 3.04 -1.69
C -3.06 3.30 -0.67
C -2.17 2.30 -0.28
N -2.20 1.09 -0.84
C -1.16 2.61 0.75
C -0.62 3.90 0.84
C 0.37 4.14 1.78
C 0.75 3.12 2.63
C 0.15 1.87 2.50
N -0.77 1.63 1.56
C 0.51 0.75 3.40
C 1.28 0.96 4.54
C 1.65 -0.13 5.31
C 1.21 -1.38 4.94
C 0.38 -1.50 3.82
C -0.20 -2.83 3.44
N 0.06 -0.46 3.07
H -3.89 -1.15 -1.74
H -3.53 -0.55 -3.35
H -2.21 -1.08 -2.29
H -4.68 1.54 -3.04
H -4.64 3.82 -2.03
H -3.06 4.25 -0.17
H -0.92 4.67 0.15
H 0.84 5.11 1.84
H 1.52 3.30 3.35
H 1.59 1.95 4.84
H 2.27 0.00 6.19
H 1.48 -2.26 5.51
H -1.17 -2.95 3.92
H -0.34 -2.89 2.37
H 0.44 -3.65 3.77
F 4.17 2.14 -2.46
Te 2.34 1.74 -2.12
F 0.66 2.46 -1.27
F 2.89 2.72 -0.52
F 1.94 3.37 -3.06
F 2.55 1.16 -3.97
O 2.37 0.11 -1.48
N 2.78 -3.17 1.60
C 1.75 -2.82 0.81
N 1.60 -1.52 0.73
C 2.60 -0.96 1.48
C 2.94 0.37 1.71
C 4.02 0.62 2.53
C 4.74 -0.42 3.13
C 4.42 -1.74 2.91
C 3.35 -2.00 2.06
H 3.11 -4.10 1.79
H 1.13 -3.53 0.30
H 2.40 1.18 1.25
H 4.33 1.63 2.72
H 5.57 -0.18 3.78
H 4.98 -2.55 3.36

---

133
Properties=species:S:1:pos:R:3 method="wB97M-V/def2-TZVPD" total_charge=+1 max_force_ev_per_a=5.95 e_tot_ev=-76417.2335
Ca 1.66 -1.25 -2.76
O -2.41 0.98 -0.22
C -1.40 0.12 -0.51
O -0.25 0.48 -0.51
O -1.67 -0.93 -1.08
H -3.21 0.45 -0.23
C -2.77 -7.62 -2.91
C -2.16 -9.00 -2.76
C -1.42 -8.87 -1.39
O -1.01 -7.46 -1.36
C -1.82 -6.61 -2.21
H -3.63 -7.61 -2.24
H -3.31 -7.38 -3.83
H -1.33 -9.10 -3.46
H -2.86 -9.83 -2.84
H -0.49 -9.42 -1.40
H -1.96 -8.98 -0.45
H -1.23 -6.08 -2.96
H -2.42 -5.87 -1.69
C -2.30 6.60 -1.93
C -1.00 6.38 -2.56
C -0.06 7.03 -1.64
O -0.69 7.17 -0.34
C -1.96 6.47 -0.39
H -3.00 5.84 -2.25
H -2.67 7.61 -2.12
H -1.00 6.82 -3.56
H -0.81 5.31 -2.67
H 0.10 8.06 -1.94
H 0.94 6.63 -1.47
H -2.69 6.96 0.26
H -1.84 5.44 -0.04
C -2.55 1.01 -6.56
C -2.95 -0.43 -6.44
C -1.59 -1.10 -5.98
O -0.91 -0.10 -5.29
C -1.64 1.10 -5.26
H -3.29 1.79 -6.43
H -1.95 1.20 -7.45
H -3.35 -0.83 -7.38
H -3.63 -0.65 -5.62
H -0.89 -1.28 -6.79
H -1.67 -1.97 -5.32
H -1.08 2.03 -5.19
H -2.13 1.03 -4.29
C -6.16 3.31 2.07
C -7.12 2.78 0.99
N -6.63 1.40 0.56
C -6.97 0.30 1.54
C -5.77 -0.71 1.55
C -7.14 0.93 -0.77
C -6.56 1.72 -2.01
H -6.41 2.91 3.05
H -6.23 4.40 2.11
H -5.16 3.01 1.77
H -8.11 2.69 1.44
H -7.19 3.45 0.13
H -7.00 0.73 2.54
H -7.87 -0.23 1.23
H -5.72 -1.22 0.59
H -4.80 -0.28 1.78
H -5.83 -1.49 2.31
H -8.20 1.16 -0.67
H -7.18 -0.15 -0.89
H -6.89 2.76 -2.08
H -6.89 1.21 -2.91
H -5.47 1.60 -1.99
C -0.13 -3.23 4.34
C 0.48 -3.77 3.02
N 1.34 -4.96 3.27
C 0.79 -6.05 4.07
C -0.62 -6.47 3.64
C 2.66 -4.54 3.91
C 3.50 -3.46 3.13
H 0.47 -2.41 4.73
H -0.36 -3.98 5.10
H -1.08 -2.73 4.15
H -0.32 -4.14 2.39
H 0.89 -2.95 2.43
H 1.43 -6.91 3.84
H 0.75 -5.80 5.13
H -0.70 -6.50 2.55
H -0.85 -7.50 3.92
H -1.49 -5.95 4.04
H 3.27 -5.43 4.07
H 2.41 -4.16 4.90
H 2.80 -2.65 2.93
H 4.04 -3.79 2.24
H 4.17 -2.94 3.81
C 4.81 3.47 -3.45
C 3.78 2.34 -3.10
N 4.13 1.04 -3.79
C 5.39 0.34 -3.41
C 5.67 0.29 -1.91
C 4.25 1.22 -5.25
C 4.16 0.01 -6.18
H 5.82 3.06 -3.42
H 4.73 4.36 -2.82
H 4.66 3.90 -4.44
H 3.84 2.36 -2.01
H 2.77 2.69 -3.30
H 5.48 -0.69 -3.76
H 6.27 0.89 -3.76
H 5.12 -0.46 -1.34
H 6.71 -0.04 -1.84
H 5.63 1.20 -1.31
H 5.18 1.72 -5.53
H 3.52 1.93 -5.63
H 3.09 -0.15 -6.37
H 4.55 -0.93 -5.82
H 4.43 0.32 -7.19
C 2.90 3.46 3.70
C 3.36 2.17 4.51
N 3.76 2.60 5.90
C 4.88 3.59 5.81
C 6.23 3.11 5.12
C 4.14 1.39 6.70
C 4.39 1.71 8.18
H 3.77 3.94 3.26
H 2.39 4.20 4.31
H 2.25 3.28 2.83
H 2.53 1.46 4.56
H 4.17 1.55 4.13
H 4.55 4.53 5.39
H 5.01 3.92 6.84
H 6.90 3.92 4.82
H 6.76 2.43 5.79
H 6.18 2.58 4.17
H 5.09 0.99 6.34
H 3.33 0.68 6.87
H 5.10 2.53 8.24
H 4.93 0.94 8.74
H 3.61 2.01 8.88

---

11
Properties=species:S:1:pos:R:3 method="wB97M-V/def2-TZVPD" total_charge=0 max_force_ev_per_a=3.73 de_lowest_kj_mol=599.6 e_tot_ev=-6182.3310
C -0.12 1.13 0.18
C 0.78 -0.10 -0.12
C -0.74 -0.20 0.15
N 1.84 -0.60 0.39
N -1.63 -0.99 0.52
H 1.71 -1.54 0.77
H -2.49 -0.51 0.82
H 0.01 1.59 1.15
H -0.25 1.83 -0.63
H 0.84 -0.07 -1.65
H 0.04 -0.53 -1.58

---

75
Properties=species:S:1:pos:R:3 method="wB97M-V/def2-TZVPD" total_charge=0 max_force_ev_per_a=9.57 de_lowest_kj_mol=1764.7 e_tot_ev=-36169.5692
C -6.89 16.69 -6.44
O -7.48 16.57 -5.15
H -6.77 17.75 -6.68
H -5.91 16.22 -6.39
H -7.48 16.21 -7.22
H -6.84 16.77 -4.47
C -7.64 14.45 -2.88
O -7.84 15.66 -2.17
H -6.88 14.61 -3.65
H -7.32 13.63 -2.24
H -8.54 14.28 -3.47
H -7.02 16.03 -1.85
C -6.78 13.92 -5.95
O -8.06 14.45 -5.53
H -6.47 13.23 -5.17
H -6.76 13.41 -6.92
H -6.04 14.72 -6.03
H -7.95 15.38 -5.31
C -4.35 12.67 -4.40
O -4.43 14.02 -4.10
H -4.85 12.05 -3.66
H -4.83 12.28 -5.30
H -3.29 12.45 -4.54
H -4.08 14.55 -4.83
C -10.68 12.11 -7.52
C -10.03 13.04 -6.48
C -10.25 12.48 -5.08
O -11.66 12.44 -4.82
C -12.06 12.40 -3.49
N -8.59 12.90 -6.56
H -11.74 12.08 -7.29
H -10.27 11.13 -7.79
H -10.60 12.63 -8.48
H -10.28 14.10 -6.46
H -9.74 13.16 -4.39
H -9.79 11.50 -4.95
H -11.56 13.14 -2.86
H -11.93 11.42 -3.03
H -13.12 12.59 -3.35
H -8.32 13.13 -7.51
H -7.97 13.50 -6.04
C -2.60 14.95 -7.97
C -3.69 14.54 -6.91
C -4.47 13.22 -7.13
O -5.18 13.25 -8.38
C -5.87 11.99 -8.64
N -3.01 14.61 -5.62
H -2.90 15.14 -9.00
H -1.91 14.11 -7.90
H -2.14 15.91 -7.77
H -4.35 15.41 -6.86
H -5.11 13.12 -6.25
H -3.71 12.45 -7.11
H -6.49 12.03 -9.54
H -6.51 11.63 -7.83
H -5.17 11.18 -8.83
H -2.38 13.82 -5.58
H -2.48 15.46 -5.52
C -6.38 11.19 -6.06
C -7.52 10.55 -5.22
C -8.08 11.35 -4.05
O -9.17 10.58 -3.43
C -9.72 11.20 -2.22
N -8.57 10.39 -6.19
H -6.08 10.41 -6.76
H -5.52 11.44 -5.43
H -6.78 12.06 -6.60
H -7.27 9.53 -4.92
H -8.51 12.28 -4.42
H -7.29 11.55 -3.32
H -10.64 10.64 -2.04
H -9.98 12.25 -2.27
H -9.24 11.10 -1.25
H -8.75 11.29 -6.61
H -9.33 10.21 -5.54